DFT (ωB97M-V/def2-TZVPD) results for one molecule with the formula C11H17O3 in a non-equilibrium geometry.

The geometry in ORCA input format:
```
! wB97M-V def2-TZVPD RIJCOSX def2/J DEFGRID3
* xyz 0 2
C -3.553 0.785 1.100
C -2.912 1.099 -0.207
C -1.300 0.412 -0.660
C -1.178 -1.120 -0.326
C -0.141 -1.954 0.012
C 1.285 -1.494 0.419
C 1.441 0.005 0.292
C 0.043 0.759 0.292
O 0.198 2.118 0.367
O 2.234 -1.348 -0.471
O -1.475 0.998 -1.807
C 2.561 0.760 0.858
C 3.875 0.564 0.065
C -0.206 -3.464 0.091
H -4.547 1.273 1.140
H -3.732 -0.294 1.197
H -2.978 1.174 1.950
H -3.590 0.758 -0.996
H -2.825 2.184 -0.331
H -2.143 -1.633 -0.395
H 1.621 -2.004 1.379
H -0.319 0.387 1.293
H -0.664 2.508 0.672
H 2.293 1.824 0.892
H 2.714 0.387 1.887
H 4.720 1.137 0.468
H 4.153 -0.496 0.050
H 3.708 0.851 -0.985
H 0.776 -3.902 0.295
H -0.859 -3.830 0.888
H -0.578 -3.916 -0.829
*
```

The calculation puts the energy above the lowest of the compared OMol25 structures with the same formula, charge and spin at 124.3 kcal/mol. As for the expectation value of S²: 0.757. For the HOMO energy (spin up / spin down), the calculation gives -8.982 / -8.924 eV. The molar mass is 197.3 g mol⁻¹.